An isolated molecule of C10H16O6S2 in a non-equilibrium geometry. Source: the Open Molecules 2025 dataset; level of theory: ωB97M-V/def2-TZVPD.

Kohn-Sham gap	10.53	eV

Last column: Löwdin charge in e.
CARTESIAN COORDINATES (ANGSTROEM)
C (0.1113, -3.3907, 3.8749)  0.06
C (-0.4704, -2.3888, 3.4675)  -0.12
C (-1.0899, -1.0973, 2.7848)  -0.13
C (-0.1822, -0.7686, 1.5056)  -0.35
C (0.8521, 0.4182, 1.7056)  -0.14
C (0.2970, 1.8954, 1.5141)  -0.16
C (-0.0647, 2.2925, 0.0017)  -0.34
C (1.1243, 1.9619, -1.0228)  -0.12
C (1.0984, 0.5003, -1.6342)  -0.21
C (-0.0354, 0.2908, -2.7568)  -0.18
S (0.2429, -1.3927, -3.5288)  0.68
O (0.6230, -1.2476, -4.9368)  -0.31
O (1.2241, -2.1508, -2.7354)  -0.32
O (-1.2334, -2.1838, -3.5393)  -0.19
O (-1.3689, 1.8759, -0.4558)  -0.31
S (-2.0612, 0.6846, 0.4699)  0.98
O (-3.3663, 0.3456, -0.1486)  -0.38
O (-1.0630, -0.6502, 0.3559)  -0.33
H (0.7836, -4.2909, 3.8902)  0.05
H (-1.0927, -0.2728, 3.5538)  0.12
H (-2.1376, -1.4102, 2.4622)  0.12
H (0.4404, -1.7070, 1.3213)  0.16
H (1.2347, 0.3546, 2.7820)  0.13
H (1.7759, 0.2475, 1.0587)  0.12
H (1.1710, 2.5849, 1.7845)  0.13
H (-0.5156, 2.1911, 2.2601)  0.12
H (-0.1039, 3.4371, 0.0164)  0.15
H (2.1424, 2.1231, -0.5325)  0.13
H (1.0465, 2.7043, -1.8710)  0.12
H (1.1073, -0.3398, -0.8791)  0.09
H (2.0796, 0.3810, -2.2121)  0.13
H (-1.0766, 0.2451, -2.3274)  0.09
H (0.0796, 1.0207, -3.6108)  0.12
H (-1.5721, -2.2632, -2.6181)  0.09